*i*
This record from the OMol25 dataset describes a structure of composition C11H16AlF9O11S3. The level of theory is ωB97M-V/def2-TZVPD.

ORCA input file:
```
! wB97M-V def2-TZVPD RIJCOSX def2/J DEFGRID3
* xyz 0 1
Al -0.17126 0.10031 0.01412
C 3.44576 -0.69211 2.16093
F 4.39721 0.20729 1.89784
F 3.62999 -1.74572 1.30972
F 3.54396 -1.08711 3.41762
S 1.72667 0.09594 1.82938
O 0.61531 -0.83499 1.83156
O 1.63976 1.11432 2.82822
O 1.75651 0.67133 0.43054
C -2.52677 -1.39875 -3.06420
F -2.23623 -1.98011 -4.22743
F -2.66167 -0.10730 -3.17429
F -3.64966 -1.92516 -2.60302
S -1.11051 -1.69291 -1.75813
O -1.63761 -1.23661 -0.44272
O -0.69583 -3.09558 -1.83419
O 0.01197 -0.81954 -2.07467
C -4.07740 0.91450 -1.40393
F -4.02733 -0.44208 -1.60778
F -4.12883 1.50624 -2.56011
F -5.10368 1.18759 -0.61856
S -2.48142 1.51125 -0.53053
O -2.65926 2.92307 -0.21070
O -2.23902 0.62839 0.62500
O -1.30205 1.18910 -1.33287
C 1.77491 -3.51041 0.69611
C 0.47028 -3.33015 1.40411
C -0.34155 -2.77999 0.21592
O 0.50368 -1.78899 -0.27528
C 1.85225 -2.34001 -0.28828
H 1.78895 -4.52057 0.28684
H 2.56572 -3.54139 1.44560
H 0.56623 -2.56153 2.17099
H 0.00913 -4.24849 1.76756
H -1.32339 -2.40185 0.50070
H -0.56965 -3.56797 -0.50182
H 2.54447 -1.54176 -0.02047
H 2.11828 -2.60136 -1.31250
C 0.52859 4.21236 -0.21183
C 1.13562 3.91713 1.12094
C 1.21643 2.40365 1.10710
O 0.23901 1.94692 0.20595
C -0.34963 3.04662 -0.49148
H 1.25082 4.32831 -1.01993
H -0.07546 5.11950 -0.19414
H 0.44434 4.25433 1.89330
H 2.09189 4.36954 1.38358
H 1.12178 1.99107 2.11155
H 2.21988 2.14752 0.76716
H -1.36181 3.19759 -0.11625
H -0.47936 2.80856 -1.54722
*
```

HOMO-LUMO gap (eV): 9.469

*ii*
This record from the OMol25 dataset describes a structure of composition C11H16AlF9O11S3. The level of theory is ωB97M-V/def2-TZVPD.

ORCA input file:
```
! wB97M-V def2-TZVPD RIJCOSX def2/J DEFGRID3
* xyz 0 1
Al -1.23147 0.08457 -1.37958
C -2.02616 1.67024 3.65098
F -2.80157 2.58468 3.08279
F -0.80468 2.16680 3.82356
F -2.53161 1.31363 4.82674
S -1.89009 0.16875 2.59515
O -1.39225 0.64605 1.32256
O -0.94031 -0.67628 3.31205
O -3.19384 -0.44077 2.51661
C -2.96971 -4.05412 1.13023
F -3.60865 -3.97710 -0.03724
F -3.69231 -3.46874 2.06698
F -2.77456 -5.32980 1.43188
S -1.33242 -3.22391 0.98531
O -0.95508 -2.89675 2.35405
O -0.43767 -4.19500 0.41085
O -1.58629 -2.07213 0.14299
C 3.38982 -0.47991 1.20018
F 4.04932 -0.41057 2.34709
F 3.89648 0.41870 0.34970
F 3.52086 -1.68648 0.66345
S 1.61720 -0.12050 1.49333
O 0.99687 -0.27364 0.19041
O 1.21283 -1.15063 2.43716
O 1.56530 1.20971 2.03738
C -1.49945 4.98378 -0.34398
C -0.50845 4.55520 0.74030
C 0.13126 3.27723 0.19786
O -0.81142 2.78332 -0.76472
C -1.29967 3.92265 -1.44547
H -1.37036 5.99947 -0.71710
H -2.53731 4.93760 -0.01127
H -0.99933 4.33345 1.68996
H 0.24004 5.30341 1.00787
H 0.33828 2.52816 0.95836
H 1.10625 3.42120 -0.29094
H -2.23273 3.65080 -1.93782
H -0.60385 4.27883 -2.21468
C 2.47042 -2.18062 -3.96262
C 2.72157 -2.69165 -2.52073
C 1.34656 -2.66081 -1.87635
O 0.63939 -1.61623 -2.54585
C 1.05219 -1.61077 -3.91099
H 2.48444 -3.01892 -4.65690
H 3.21091 -1.44109 -4.25376
H 3.41242 -2.04506 -1.98658
H 3.14084 -3.69493 -2.57730
H 1.40530 -2.42555 -0.81663
H 0.79009 -3.60338 -1.90927
H 0.95916 -0.59684 -4.30776
H 0.33347 -2.19604 -4.49825
*
```

HOMO-LUMO gap (eV): 3.733

Of the structures shown above, *i* is the least stable.